[1]
Below is a 5-piece molecular cluster, CH12O4 overall, with properties calculated with ωB97M-V/def2-TZVPD.

Geometry (Å):
C1 -2.5013 -1.5033 0.9476
H1 -3.5215 -1.2946 0.6552
H2 -1.8706 -0.7538 0.4539
H3 -2.2514 -2.5342 0.7989
H4 -2.3957 -1.2859 2.0128
H5 2.7235 -0.3664 -1.1857
H6 1.6258 -1.1531 -0.6423
O1 2.4162 -0.6810 -0.3197
H7 0.6667 1.6966 0.5074
H8 0.7403 3.1906 0.3140
O2 0.4387 2.4120 -0.2452
H9 0.4624 1.1761 -1.8813
H10 -0.3651 0.1587 -2.7070
O3 0.4810 0.5866 -2.6462
H11 1.7205 -0.0258 0.8021
H12 0.5634 -0.1135 1.8406
O4 1.0669 0.4910 1.2948

Output
- energy relative to the best compared isomer or geometry (same formula, charge and spin) (kJ/mol) = 26.5
- spin multiplicity = 2
- orbital gap (alpha / beta) (eV) = 11.332 / 4.321
- LUMO energy (alpha / beta) (eV) = -4.480 / -11.441
- net charge = +1
- calculated total energy (eV) = -9410.42392

---

[2]
Below is a 2-piece molecular cluster, C4H10OS overall, with properties calculated with ωB97M-V/def2-TZVPD.

Geometry (Å):
C1 -0.4038 -1.7765 -0.6172
C2 -0.2565 -0.3215 -0.0171
C3 -0.9538 -0.1637 1.3261
C4 1.2091 -0.3992 0.3539
H1 0.2620 -1.9387 -1.5733
H2 -1.4187 -2.0102 -0.9770
H3 -0.0124 -2.4545 0.2212
H4 -1.1442 0.9717 1.5732
H5 -2.1016 -0.5293 1.4926
H6 -0.2588 -0.7241 2.2079
H7 -2.0910 0.6201 -1.0588
H8 1.4663 -1.3399 0.9848
H9 1.7603 -0.8006 -0.5648
H10 2.7656 0.2617 1.4929
O1 1.7022 0.9368 0.7377
S1 -0.6510 1.0259 -0.9984

Output
- energy relative to the best compared isomer or geometry (same formula, charge and spin) (kJ/mol) = 484.9
- spin multiplicity = 1
- orbital gap (eV) = 8.326
- LUMO energy (eV) = -0.569
- net charge = 0
- calculated total energy (eV) = -17187.79963

---

[3]
Below is a 2-piece molecular cluster, C4H7NOS overall, with properties calculated with ωB97M-V/def2-TZVPD.

Geometry (Å):
C1 -3.1319 -0.2212 -0.1529
C2 -2.0043 0.6917 -0.0697
C3 1.9990 1.0483 0.7021
C4 0.9597 -1.1391 -0.5579
N1 -1.1982 1.4919 0.1295
O1 -3.7014 -0.5683 0.8258
S1 0.9976 -0.4639 1.0901
H1 -3.1079 -0.8116 -1.0723
H2 1.2862 1.8497 0.2595
H3 2.2558 1.3458 1.7341
H4 2.6948 0.5498 0.0289
H5 1.8057 -1.7809 -0.8114
H6 0.0540 -1.5992 -0.6570
H7 1.0909 -0.3932 -1.4488

Output
- energy relative to the best compared isomer or geometry (same formula, charge and spin) (kJ/mol) = 277.3
- structure (SMILES) = N#CC=O.CSC
- spin multiplicity = 1
- orbital gap (eV) = 7.440
- LUMO energy (eV) = -0.841
- net charge = 0
- calculated total energy (eV) = -18631.67595

---

[4]
Below is C2H4BrNO3 as an isolated structure, with properties calculated with ωB97M-V/def2-TZVPD.

Geometry (Å):
C1 0.6872 -0.2473 -0.4506
C2 0.2530 0.5441 0.4868
N1 -2.5366 -0.8726 0.1727
O1 -3.1673 -0.2164 -0.8189
O2 -2.5476 -2.0446 0.1086
O3 -2.0462 -0.2789 1.0620
Br1 -0.6039 2.0093 -0.2282
H1 1.2855 -1.2672 -0.1678
H2 -3.0107 0.7663 -0.7670
H3 0.6100 0.0547 -1.4861
H4 0.3130 0.3069 1.5691

Output
- energy relative to the best compared isomer or geometry (same formula, charge and spin) (kJ/mol) = 271.8
- spin multiplicity = 1
- orbital gap (eV) = 10.222
- LUMO energy (eV) = 0.446
- net charge = 0
- calculated total energy (eV) = -79808.36451

---

[5]
Below is C33H32ClN3O2S as an isolated structure, with properties calculated with ωB97M-V/def2-TZVPD.

Geometry (Å):
N1 4.1818 7.8419 -5.1003
C1 3.7879 6.9887 -4.4016
C2 3.2480 5.8880 -3.6421
C3 1.8787 5.8280 -3.3759
C4 1.3274 4.7444 -2.6978
C5 2.1582 3.7313 -2.1871
S1 1.4715 2.3606 -1.2438
C6 1.1477 2.6902 0.4838
Cl1 0.2817 4.2304 0.5689
O1 0.1838 2.0731 -1.8268
O2 2.5105 1.3335 -1.2962
C7 3.5260 3.7630 -2.5069
C8 4.0667 4.8520 -3.1884
H1 1.2533 6.6475 -3.7193
H2 0.2406 4.6942 -2.6239
H3 2.1057 2.6428 1.0901
H4 4.1853 2.9262 -2.2676
H5 5.1356 4.9072 -3.3830
C9 -6.3542 -2.9108 -2.1976
N2 -6.1091 -2.1383 -0.9836
C10 -7.2923 -1.5187 -0.4070
C11 -4.8562 -1.9430 -0.4605
C12 -4.6175 -1.0250 0.6055
C13 -3.3368 -0.6130 0.9709
C14 -2.1907 -1.1854 0.3710
C15 -0.8235 -0.6843 0.6194
C16 -0.5624 0.5940 1.1266
C17 0.6260 1.1187 1.6770
C18 0.6139 1.6922 3.0581
C19 1.7470 1.6747 3.8636
C20 1.7806 2.3087 5.1017
C21 0.6414 2.9106 5.6230
C22 -0.5445 2.8307 4.9105
C23 -0.5607 2.1740 3.6630
C24 0.2517 -1.6851 0.4151
C25 1.3951 -1.2577 -0.2691
C26 2.4268 -2.1606 -0.5119
C27 2.3605 -3.5065 -0.0684
N3 3.3519 -4.4130 -0.3521
C28 3.1660 -5.8392 -0.0927
C29 4.6130 -4.0253 -0.9633
C30 1.2260 -3.9107 0.6712
C31 0.1800 -3.0320 0.8581
C32 -2.4323 -2.1873 -0.5982
C33 -3.6996 -2.5714 -1.0147
H6 -6.2019 -3.9934 -2.0386
H7 -7.4185 -2.7906 -2.4382
H8 -5.7480 -2.5849 -3.0551
H9 -7.1279 -0.4496 -0.2701
H10 -8.1243 -1.6336 -1.1032
H11 -7.6059 -1.9461 0.5534
H12 -5.4736 -0.5775 1.1113
H13 -3.2091 0.1489 1.7375
H14 -1.4309 1.2407 1.2172
H15 1.5589 0.6150 1.4044
H16 2.6001 1.1093 3.5188
H17 2.7038 2.3386 5.6530
H18 0.6469 3.3755 6.6080
H19 -1.4634 3.2662 5.3036
H20 -1.5106 1.9560 3.1700
H21 1.4592 -0.2375 -0.6465
H22 3.3056 -1.9096 -1.0905
H23 2.7168 -5.9994 0.8984
H24 2.5321 -6.2999 -0.8728
H25 4.1333 -6.3659 -0.0791
H26 4.4727 -3.2586 -1.7317
H27 5.3581 -3.6722 -0.2316
H28 5.0838 -4.8744 -1.4682
H29 1.1153 -4.9275 1.0425
H30 -0.6767 -3.4153 1.4130
H31 -1.5796 -2.6409 -1.0926
H32 -3.8068 -3.3128 -1.8108

Output
- spin multiplicity = 1
- orbital gap (eV) = 6.297
- LUMO energy (eV) = -0.651
- net charge = 0
- calculated total energy (eV) = -66659.37942

---

[6]
Below is C37H25BrCoN6O7S as an isolated structure, with properties calculated with ωB97M-V/def2-TZVPD.

Geometry (Å):
Co1 0.8001 0.7842 0.2748
C1 -1.6023 -0.2827 4.0128
O1 -1.9607 1.0701 4.2583
C2 -1.1639 2.1066 3.8091
C3 -1.4452 3.3271 4.3819
C4 -0.7347 4.4793 4.0340
C5 0.2845 4.3822 3.1170
C6 0.5997 3.1632 2.4990
C7 1.6473 3.1652 1.5084
N1 1.9515 2.2333 0.6749
N2 3.0111 2.4907 -0.1449
C8 3.0308 1.7476 -1.2363
O2 2.1489 0.9117 -1.5853
C9 4.2145 2.0393 -2.1090
C10 4.6232 3.3622 -2.2755
C11 5.7220 3.6700 -3.0631
C12 6.4361 2.6546 -3.6858
C13 6.0282 1.3370 -3.5309
C14 4.9187 1.0286 -2.7555
C15 -0.1393 1.9753 2.8091
O3 0.0934 0.8566 2.2345
H1 -1.7765 -0.5731 2.9777
H2 -2.2431 -0.8721 4.6744
H3 -0.5547 -0.4729 4.2465
H4 -2.2511 3.3696 5.1063
H5 -0.9907 5.4277 4.4912
H6 0.8477 5.2652 2.8312
H7 2.2430 4.0758 1.4354
H8 4.0709 4.1462 -1.7769
H9 6.0186 4.7047 -3.1955
H10 7.3028 2.8945 -4.2921
H11 6.5791 0.5433 -4.0229
H12 4.5949 0.0070 -2.6140
Br1 -4.2875 -3.2277 -6.2079
C16 -4.8011 -2.4799 -4.5304
C17 -5.6232 -3.2159 -3.6859
C18 -6.0056 -2.6780 -2.4788
C19 -5.5749 -1.3940 -2.0726
C20 -4.7500 -0.6697 -2.9714
C21 -4.3637 -1.2114 -4.1790
N3 -6.0408 -0.9411 -0.8791
N4 -5.6072 0.1704 -0.3406
C22 -4.3412 0.5865 -0.2015
C23 -4.0877 1.9782 -0.1346
C24 -2.8150 2.4960 -0.1421
C25 -1.6859 1.6536 -0.1699
O4 -0.4831 2.0760 -0.2308
C26 -1.9079 0.2419 -0.0519
N5 -0.7833 -0.4969 0.1028
C27 -0.9155 -1.7740 0.3884
C28 -2.1611 -2.3929 0.5084
C29 -3.3074 -1.6703 0.2725
C30 -3.2077 -0.3075 -0.0241
H13 -5.9453 -4.2066 -3.9780
H14 -6.6335 -3.2427 -1.8015
H15 -4.4249 0.3276 -2.7109
H16 -3.7097 -0.6577 -4.8389
H17 -4.9434 2.6406 -0.1603
H18 -2.6593 3.5666 -0.1219
H19 -0.0085 -2.3372 0.5525
H20 -2.2204 -3.4372 0.7827
H21 -4.2771 -2.1440 0.3476
O5 2.8014 -0.6802 2.8431
C31 2.6114 -1.2389 1.7775
N6 2.1331 -0.6743 0.6351
S1 2.3754 -1.6843 -0.6533
O6 1.2749 -1.8116 -1.5639
O7 3.7048 -1.5913 -1.2150
C32 2.5412 -3.1666 0.3503
C33 2.6138 -4.4973 0.0001
C34 3.0006 -5.4085 0.9776
C35 3.3572 -4.9646 2.2477
C36 3.2912 -3.6161 2.5769
C37 2.8501 -2.7204 1.6185
H22 2.3810 -4.8099 -1.0102
H23 3.0490 -6.4650 0.7432
H24 3.6966 -5.6828 2.9852
H25 3.5859 -3.2591 3.5555

Output
- energy relative to the best compared isomer or geometry (same formula, charge and spin) (kJ/mol) = 38.2
- spin multiplicity = 4
- orbital gap (alpha / beta) (eV) = 5.238 / 4.625
- LUMO energy (alpha / beta) (eV) = 3.692 / 3.055
- net charge = -2
- calculated total energy (eV) = -180553.00654

---

Q: Look up the calculated total energy of the sixth one.
A: -180553.00654 eV

---

Q: Among the records above, which one has the highest spin multiplicity?
A: C37H25BrCoN6O7S